Record 1
Computed, not measured: a cluster of 5 separate species, C37H68ClN4O17P2S2 in total at a distorted geometry, with the ωB97M-V functional and the def2-TZVPD basis.

Atoms and positions in Å:
C 7.59 1.68 1.82
C 6.88 0.67 0.85
O 5.43 0.72 0.97
C 4.92 -0.01 -0.18
C 3.48 -0.60 0.06
C 2.29 0.38 -0.27
P 1.73 0.87 1.48
O 2.86 1.29 2.35
O 1.09 -0.51 2.14
O 0.59 2.05 1.47
C 2.71 1.79 -0.88
C 3.41 2.98 -0.20
C 2.45 4.17 0.23
S 2.49 4.58 2.03
C 0.78 4.93 2.49
N -0.05 5.90 2.04
N -1.22 5.71 2.67
C -1.19 4.68 3.53
O 0.09 4.20 3.41
N 2.41 1.75 -2.15
O 2.61 2.66 -3.13
C 1.89 3.92 -2.92
C 1.71 4.57 -4.36
C 1.78 0.47 -2.59
C 2.77 -0.60 -3.28
C 3.71 0.02 -4.36
O 3.50 -0.10 -5.51
Cl 5.19 0.92 -3.87
P 0.64 0.87 -4.05
N -0.52 1.90 -3.72
C 1.13 -0.12 -1.26
S 0.89 -1.98 -1.35
C -0.32 0.36 -0.86
C -1.51 -0.21 -1.71
C -2.43 -1.24 -0.93
O -2.91 -0.74 0.32
C -3.80 0.33 0.18
C -5.32 0.18 -0.08
O -3.34 1.43 0.30
H 7.21 1.63 2.86
H 7.57 2.71 1.40
H 8.68 1.38 1.87
H 7.24 0.86 -0.19
H 7.20 -0.39 1.15
H 5.04 0.55 -1.14
H 5.60 -0.90 -0.26
H 3.44 -0.86 1.15
H 3.45 -1.58 -0.48
H 1.54 -0.66 3.00
H -0.06 1.81 2.16
H 4.04 2.71 0.67
H 4.11 3.41 -0.97
H 2.65 5.11 -0.34
H 1.39 3.90 -0.03
H -2.00 4.28 4.16
H 0.92 3.82 -2.39
H 2.60 4.60 -2.38
H 2.14 3.90 -5.14
H 2.16 5.60 -4.38
H 0.61 4.71 -4.54
H 3.32 -1.22 -2.54
H 2.09 -1.30 -3.82
H 0.04 -0.35 -4.47
H 1.45 1.37 -5.10
H -0.46 2.73 -4.32
H 0.51 -2.15 -2.67
H -0.33 1.49 -0.86
H -0.54 0.07 0.20
H -2.18 0.66 -1.94
H -1.25 -0.65 -2.70
H -3.29 -1.46 -1.62
H -1.90 -2.21 -0.75
H -5.54 -0.30 -1.07
H -5.88 -0.29 0.76
H -5.73 1.22 -0.16
O -7.22 0.86 2.45
C -6.76 0.58 3.52
O -5.54 0.01 3.59
C -4.81 -0.19 4.81
C -5.23 -1.49 5.49
C -7.55 0.78 4.79
H -4.91 0.67 5.47
H -3.76 -0.26 4.53
H -6.28 -1.47 5.77
H -4.63 -1.66 6.38
H -5.09 -2.33 4.81
H -8.20 -0.08 4.94
H -8.16 1.68 4.68
H -6.94 0.93 5.67
O 6.40 -2.35 1.36
C 6.83 -2.63 2.45
O 8.03 -3.20 2.57
C 8.72 -3.40 3.81
C 8.29 -4.69 4.47
C 5.99 -2.44 3.69
H 8.60 -2.54 4.47
H 9.78 -3.46 3.57
H 7.23 -4.68 4.72
H 8.86 -4.86 5.39
H 8.45 -5.54 3.80
H 5.33 -3.30 3.81
H 5.38 -1.54 3.56
H 6.57 -2.29 4.60
O -0.98 -0.61 -6.26
C -0.85 -0.16 -7.38
O -0.55 1.13 -7.53
C -0.18 1.73 -8.79
C -1.40 2.14 -9.58
C -1.10 -1.01 -8.59
H 0.49 1.07 -9.35
H 0.40 2.62 -8.54
H -2.02 1.27 -9.84
H -1.11 2.64 -10.51
H -2.03 2.81 -9.00
H -2.16 -1.02 -8.81
H -0.77 -2.03 -8.37
H -0.55 -0.70 -9.47
O -5.59 -4.76 3.71
C -6.76 -4.55 3.87
O -7.44 -5.19 4.84
C -8.77 -4.87 5.24
C -9.79 -5.57 4.37
C -7.52 -3.63 2.94
H -8.92 -3.79 5.27
H -8.87 -5.22 6.27
H -9.72 -5.26 3.33
H -10.80 -5.37 4.72
H -9.63 -6.65 4.39
H -7.83 -4.20 2.06
H -6.85 -2.83 2.64
H -8.39 -3.16 3.40

The value obtained for the max |F| is 5.4 eV Å⁻¹. As for the charge: +1. As for the HOMO-LUMO gap: 7.6 eV. The value obtained for the lowest unoccupied orbital energy is -3.48 eV.

Record 2
Computed, not measured: a cluster of 6 separate species, C37H69BN3O15S in total at a distorted geometry, with the ωB97M-V functional and the def2-TZVPD basis.

Atoms and positions in Å:
C 0.87 -0.26 0.95
C 2.13 0.49 0.42
C 3.08 0.70 1.62
C 2.82 -0.21 -0.77
C 1.78 -0.51 -1.87
C 3.55 -1.44 -0.22
O 3.73 -2.52 -1.18
N 3.12 -3.64 -0.66
N 1.90 -3.81 -1.05
C 1.27 -4.83 -0.53
B -0.25 -5.00 -1.04
O -0.79 -6.27 -1.25
N -1.03 -3.83 -1.33
C -2.42 -3.94 -0.81
C -0.99 -3.73 -2.81
C 1.85 -5.70 0.40
C 1.11 -6.82 1.04
C 0.94 -6.45 2.54
O 0.84 -5.27 2.83
O 0.95 -7.40 3.49
C 3.17 -5.48 0.73
S 4.08 -6.45 1.86
C 3.82 -4.39 0.16
C 5.25 -4.11 0.49
C 6.04 -5.28 -0.21
C 6.45 -4.95 -1.65
O 5.34 -5.92 -1.20
H 0.04 0.43 1.07
H 1.09 -0.66 1.94
H 0.57 -1.12 0.34
H 1.79 1.47 0.10
H 3.15 -0.21 2.22
H 4.08 1.00 1.30
H 2.63 1.45 2.26
H 3.53 0.51 -1.18
H 2.18 -0.48 -2.88
H 1.04 0.28 -1.82
H 1.23 -1.44 -1.70
H 3.01 -1.77 0.67
H 4.52 -1.11 0.15
H -0.21 -6.70 -1.90
H -2.61 -3.07 -0.19
H -2.60 -4.82 -0.19
H -3.18 -3.90 -1.59
H -0.86 -2.71 -3.15
H -1.88 -4.17 -3.28
H -0.14 -4.32 -3.19
H 1.64 -7.77 0.92
H 0.10 -6.96 0.66
H 0.90 -8.28 3.10
H 3.36 -7.57 2.03
H 5.48 -4.18 1.55
H 5.63 -3.22 0.01
H 6.74 -5.84 0.37
H 5.77 -4.39 -2.29
H 6.98 -5.69 -2.23
O -4.87 -2.37 -0.97
C -5.28 -1.28 -0.65
O -4.54 -0.50 0.14
C -4.85 0.88 0.43
C -5.83 0.99 1.58
C -6.66 -0.82 -1.06
H -5.18 1.38 -0.47
H -3.90 1.33 0.70
H -6.78 0.52 1.34
H -6.01 2.03 1.82
H -5.43 0.48 2.46
H -7.39 -1.23 -0.37
H -6.87 -1.20 -2.06
H -6.77 0.26 -1.10
O -5.16 3.62 0.41
C -4.47 4.41 -0.18
O -3.14 4.31 -0.07
C -2.23 5.09 -0.87
C -1.98 6.45 -0.25
C -5.07 5.56 -0.94
H -2.57 5.15 -1.90
H -1.30 4.52 -0.88
H -2.90 7.04 -0.20
H -1.25 7.01 -0.84
H -1.61 6.35 0.77
H -5.31 6.37 -0.25
H -6.00 5.22 -1.41
H -4.44 5.95 -1.74
O 1.55 1.33 -4.95
C 1.42 0.53 -5.83
O 0.57 -0.50 -5.65
C 0.19 -1.41 -6.70
C 1.20 -2.53 -6.84
C 2.24 0.60 -7.09
H 0.03 -0.87 -7.63
H -0.77 -1.82 -6.40
H 2.18 -2.16 -7.13
H 0.87 -3.24 -7.60
H 1.31 -3.06 -5.90
H 3.21 0.14 -6.90
H 2.39 1.65 -7.34
H 1.78 0.13 -7.95
O -4.23 9.85 -0.42
C -3.62 10.49 0.39
O -2.58 9.92 1.02
C -1.67 10.63 1.87
C -2.20 10.73 3.29
C -4.06 11.88 0.79
H -1.42 11.60 1.45
H -0.75 10.04 1.87
H -3.13 11.29 3.33
H -1.47 11.22 3.93
H -2.41 9.74 3.69
H -4.85 11.80 1.53
H -4.45 12.38 -0.09
H -3.26 12.50 1.18
O 2.10 0.35 4.62
C 2.17 -0.69 5.20
O 2.87 -0.76 6.35
C 2.87 -1.90 7.21
C 3.88 -2.94 6.77
C 1.57 -1.96 4.63
H 1.86 -2.31 7.30
H 3.14 -1.52 8.19
H 3.65 -3.33 5.78
H 3.90 -3.78 7.47
H 4.88 -2.50 6.72
H 2.26 -2.38 3.90
H 0.64 -1.69 4.13
H 1.32 -2.71 5.37

The value obtained for the max |F| is 3.8 eV Å⁻¹. As for the charge: +1. As for the HOMO-LUMO gap: 7.1 eV. The value obtained for the lowest unoccupied orbital energy is -3.68 eV.

> What is the lowest unoccupied orbital energy in the second record?

-3.68 eV

> The highest max |F| belongs to which entry?

C37H68ClN4O17P2S2